Computed, not measured: the molecule C10H12N2OS in a non-equilibrium geometry, with the ωB97M-V functional and the def2-TZVPD basis.

Calculated values
total energy: -971.1422 hartree
gap between HOMO and LUMO: 8.341 eV
ΔE to the lowest compared entry with this formula, charge and spin: 0.857 eV

Cartesian coordinates (Å):
1 C 0.42186 -3.00103 1.62126
2 C -0.38107 -1.88214 1.49147
3 C 1.47045 -3.16403 0.72677
4 C 0.95330 -1.24645 -0.36917
5 C -0.11366 -0.96775 0.47778
6 C -1.29173 0.74428 -2.17348
7 C 0.75200 2.01932 0.67710
8 C -0.39943 1.33099 1.41353
9 C 0.25794 2.08354 -0.76698
10 C -0.91485 0.31186 0.37658
11 N 1.72518 -2.31103 -0.24827
12 N -0.71619 1.02894 -0.84716
13 O -1.54349 1.13370 -4.66556
14 S -0.80420 1.62055 -3.48757
15 H 0.24248 -3.72488 2.40068
16 H -1.20473 -1.71258 2.17167
17 H 2.13648 -4.01475 0.78813
18 H 1.19897 -0.58374 -1.18843
19 H -2.02312 -0.04131 -2.21905
20 H 0.97473 3.00624 1.07955
21 H 1.65117 1.40588 0.73965
22 H -0.07115 0.85012 2.33326
23 H -1.18393 2.05050 1.64551
24 H -0.22103 3.04360 -1.00459
25 H 1.06114 1.93359 -1.49875
26 H -1.97712 0.08658 0.52610

Atomic forces in eV per Å
C -0.05 0.09 -0.01
C 0.15 0.00 -0.16
C -0.06 -0.20 0.19
C -0.34 0.31 0.05
C -0.02 -0.18 0.01
C 2.19 1.30 3.68
C -0.03 0.02 0.00
C -0.01 0.03 -0.03
C 0.13 0.30 0.14
C -0.11 -0.33 0.41
N 0.45 -0.19 -0.27
N -1.49 -0.31 -4.17
O -0.17 0.05 -0.75
S -0.41 -0.69 0.91
H 0.00 -0.09 0.05
H -0.09 0.01 0.07
H -0.01 -0.10 0.09
H -0.06 0.13 -0.07
H -0.21 -0.19 -0.19
H 0.05 -0.05 0.01
H 0.04 0.04 0.01
H -0.09 0.00 0.02
H -0.07 0.01 0.02
H 0.07 0.02 -0.02
H 0.05 0.01 0.00
H 0.08 0.03 0.01